(1)
Density functional theory data (ωB97M-V with the def2-TZVPD basis set) for a structure of composition C5H10O2 at a distorted geometry.

The geometry in XYZ format:
```
17
C5H10O2 (ωB97M-V with the def2-TZVPD basis set)
C 0.02 -0.60 -0.86
C 0.95 0.38 -1.27
C -0.97 0.91 1.38
C 0.39 -1.67 0.14
C -1.09 0.92 -0.14
O 2.14 0.60 -0.69
O -2.19 0.94 -0.71
H 2.29 -0.03 0.02
H -0.62 -0.96 -1.65
H 0.83 0.92 -2.19
H -0.29 1.72 -0.49
H 0.07 0.89 1.71
H -1.44 1.82 1.77
H -1.49 0.03 1.78
H 0.99 -1.30 0.97
H -0.52 -2.09 0.58
H 0.92 -2.50 -0.34
```

## Properties
**Lowest unoccupied orbital energy (spin up / spin down)**: 0.4 / 0.4 eV
**Maximum force**: 4.24 eV Å⁻¹
**Energy above the lowest of the compared OMol25 structures with the same formula, charge and spin**: 92.4 kcal per mole
**Highest occupied orbital energy (spin up / spin down)**: -8.160 / -8.159 eV
**Calculated total energy**: -9439.03672 eV

(2)
Density functional theory data (ωB97M-V with the def2-TZVPD basis set) for an isolated molecule of C5H10O2.

The geometry in XYZ format:
```
17
C5H10O2 (ωB97M-V with the def2-TZVPD basis set)
C -0.34 -0.76 1.88
O -0.65 -1.30 0.61
C 0.38 -1.24 -0.37
C 0.46 0.04 -1.19
C 0.85 1.38 -0.59
C -0.55 1.15 -1.07
O -1.61 1.07 -0.17
H -0.29 0.33 1.87
H 0.60 -1.17 2.26
H -1.16 -1.06 2.55
H 0.16 -2.07 -1.06
H 1.35 -1.46 0.10
H 0.83 -0.14 -2.19
H 1.51 2.03 -1.15
H 1.00 1.41 0.49
H -0.83 1.65 -2.00
H -1.72 0.13 0.04
```

## Properties
**Lowest unoccupied orbital energy**: 1.0 eV
**Maximum force**: 0.34 eV Å⁻¹
**Structure (SMILES)**: COC[C@@H]1C[C@@H]1O
**Energy above the lowest of the compared OMol25 structures with the same formula, charge and spin**: 62.9 kcal per mole
**Highest occupied orbital energy**: -9.536 eV
**Calculated total energy**: -9440.31458 eV

(3)
Density functional theory data (ωB97M-V with the def2-TZVPD basis set) for a structure of composition C5H10O2.

The geometry in XYZ format:
```
17
C5H10O2 (ωB97M-V with the def2-TZVPD basis set)
C 1.62 -1.16 -1.61
C 0.15 0.21 -1.20
O 0.06 -1.29 -0.76
C -0.21 0.98 0.03
C -1.52 0.68 0.83
C -0.58 0.50 2.02
O 0.58 0.50 1.16
H 1.83 -2.22 -1.39
H 1.46 -1.01 -2.66
H 2.40 -0.53 -1.20
H -0.65 0.31 -1.95
H 0.40 -1.20 0.16
H -0.07 2.06 -0.13
H -2.25 1.49 0.88
H -2.01 -0.24 0.51
H -0.66 -0.43 2.60
H -0.56 1.35 2.71
```

## Properties
**Lowest unoccupied orbital energy**: 1.0 eV
**Maximum force**: 0.38 eV Å⁻¹
**Energy above the lowest of the compared OMol25 structures with the same formula, charge and spin**: 169.9 kcal per mole
**Highest occupied orbital energy**: -6.942 eV
**Calculated total energy**: -9435.67724 eV

(4)
Density functional theory data (ωB97M-V with the def2-TZVPD basis set) for an isolated molecule of C5H10O2 at a distorted geometry.

The geometry in XYZ format:
```
17
C5H10O2 (ωB97M-V with the def2-TZVPD basis set)
C 2.12 0.79 0.14
O 1.16 0.03 -0.52
C 0.58 -0.99 0.21
C -0.29 -0.73 1.36
C -1.15 -0.65 0.19
C -1.57 0.62 -0.46
O -1.64 0.69 -1.86
H 2.95 0.16 0.45
H 1.69 1.26 1.03
H 2.48 1.55 -0.55
H 0.76 -1.97 -0.21
H -0.47 -1.57 2.00
H -0.13 0.19 1.92
H -1.76 -1.49 -0.13
H -2.55 0.43 0.09
H -1.14 1.55 -0.08
H -1.01 0.05 -2.20
```

## Properties
**Lowest unoccupied orbital energy**: 1.0 eV
**Maximum force**: 3.90 eV Å⁻¹
**Structure (SMILES)**: CO[C@H]1C[C@H]1CO
**Energy above the lowest of the compared OMol25 structures with the same formula, charge and spin**: 94.1 kcal per mole
**Highest occupied orbital energy**: -8.236 eV
**Calculated total energy**: -9438.96248 eV

(5)
Density functional theory data (ωB97M-V with the def2-TZVPD basis set) for an isolated molecule of C5H10O2 at a distorted geometry.

The geometry in XYZ format:
```
17
C5H10O2 (ωB97M-V with the def2-TZVPD basis set)
C -2.18 -0.15 -0.51
C -0.69 -0.35 -0.70
O -0.10 0.72 -1.41
C 0.02 -0.59 0.64
C 1.53 -0.62 0.49
C 2.32 0.62 0.42
O 1.63 1.73 0.68
H -2.64 -1.01 -0.02
H -2.37 0.73 0.12
H -2.67 0.01 -1.48
H -0.52 -1.23 -1.34
H -0.06 1.48 -0.82
H -0.26 0.21 1.35
H -0.33 -1.54 1.07
H 1.87 -1.17 -0.39
H 2.03 -1.12 1.34
H 2.42 2.28 0.57
```

## Properties
**Lowest unoccupied orbital energy**: 0.8 eV
**Maximum force**: 1.42 eV Å⁻¹
**Energy above the lowest of the compared OMol25 structures with the same formula, charge and spin**: 83.8 kcal per mole
**Highest occupied orbital energy**: -8.473 eV
**Calculated total energy**: -9439.40892 eV

(6)
Density functional theory data (ωB97M-V with the def2-TZVPD basis set) for a structure of composition C5H10O2 at a distorted geometry.

The geometry in XYZ format:
```
17
C5H10O2 (ωB97M-V with the def2-TZVPD basis set)
C 0.86 0.44 1.78
C 0.68 -0.51 0.63
O -1.32 -1.56 1.66
C 0.02 -0.17 -0.47
C -0.36 1.14 -1.09
C -0.07 0.35 -2.38
O -0.07 -0.90 -1.65
H 1.04 -0.09 2.72
H 1.73 1.07 1.55
H -0.01 1.09 1.93
H 1.15 -1.48 0.67
H -0.96 -2.42 1.40
H -1.29 -1.05 0.84
H -1.39 1.50 -1.00
H 0.33 1.95 -0.81
H 0.93 0.55 -2.78
H -0.82 0.36 -3.16
```

## Properties
**Lowest unoccupied orbital energy**: 0.9 eV
**Maximum force**: 1.01 eV Å⁻¹
**Energy above the lowest of the compared OMol25 structures with the same formula, charge and spin**: 71.1 kcal per mole
**Highest occupied orbital energy**: -8.375 eV
**Calculated total energy**: -9439.95892 eV

(7)
Density functional theory data (ωB97M-V with the def2-TZVPD basis set) for an isolated molecule of C5H10O2.

The geometry in XYZ format:
```
17
C5H10O2 (ωB97M-V with the def2-TZVPD basis set)
C -1.12 -2.28 -0.65
O -0.39 -1.16 -1.07
C -0.66 0.04 -0.37
C 0.67 0.73 -0.06
C 0.55 2.22 0.22
C 1.35 -0.02 1.07
O 1.86 0.51 2.03
H -0.73 -2.69 0.29
H -1.01 -3.04 -1.43
H -2.19 -2.06 -0.53
H -1.21 -0.17 0.57
H -1.30 0.70 -0.97
H 1.29 0.56 -0.95
H 1.52 2.63 0.51
H 0.19 2.75 -0.67
H -0.15 2.41 1.04
H 1.33 -1.12 0.97
```

## Properties
**Lowest unoccupied orbital energy**: 0.9 eV
**Maximum force**: 0.51 eV Å⁻¹
**Structure (SMILES)**: COC[C@@H](C)C=O
**Energy above the lowest of the compared OMol25 structures with the same formula, charge and spin**: 42.9 kcal per mole
**Highest occupied orbital energy**: -9.630 eV
**Calculated total energy**: -9441.18289 eV

(8)
Density functional theory data (ωB97M-V with the def2-TZVPD basis set) for a structure of composition C5H10O2S at a distorted geometry.

The geometry in XYZ format:
```
18
C5H10O2S (ωB97M-V with the def2-TZVPD basis set)
C -0.85 2.15 0.93
C -0.03 0.01 -0.18
C -1.19 -1.00 0.30
C 1.38 0.08 0.43
C 1.08 -1.60 -1.74
H -2.19 2.10 1.07
H -0.09 1.33 1.77
H -0.27 3.58 0.77
H -2.25 -0.54 -0.12
H -1.12 -2.17 -0.11
H -1.47 -0.91 1.42
H 1.74 0.98 -0.15
H 1.27 -0.03 1.72
H 1.92 -1.02 0.08
H 1.35 -1.55 -2.89
O 0.24 -0.52 -1.63
O 1.15 -2.51 -0.96
S -0.67 1.62 -0.73
```

## Properties
**Lowest unoccupied orbital energy**: 0.3 eV
**Maximum force**: 5.00 eV Å⁻¹
**Energy above the lowest of the compared OMol25 structures with the same formula, charge and spin**: 172.5 kcal per mole
**Highest occupied orbital energy**: -8.665 eV
**Calculated total energy**: -20270.21360 eV